Computed, not measured: C17H55BHgO22P5 as an isolated structure, with ωB97M-V/def2-TZVPD.

Structure (XYZ):
```
101
Properties=species:S:1:pos:R:3:mulliken_charge:R:1
Hg -5.502 16.661 -5.975 2.25
B -4.667 15.753 -8.066 5.41
H -5.056 16.843 -8.148 -0.91
H -4.477 15.351 -9.129 -0.45
H -3.640 15.823 -7.535 -1.07
H -5.430 15.141 -7.436 -1.04
C -1.832 19.682 -13.075 -0.68
O -2.917 20.628 -12.915 -0.37
P -4.339 20.000 -12.628 0.83
O -5.396 20.912 -12.168 -0.71
O -4.660 19.253 -14.028 -0.37
C -5.222 20.085 -15.047 -0.80
O -4.052 18.788 -11.625 0.14
C -5.143 18.334 -10.846 -0.68
H -2.079 18.623 -13.109 0.30
H -1.208 19.824 -12.193 0.27
H -1.265 19.921 -13.970 0.31
H -5.417 21.129 -14.809 0.35
H -6.151 19.589 -15.332 0.25
H -4.605 20.105 -15.948 0.28
H -5.158 18.368 -9.748 -0.12
H -5.193 17.239 -10.868 0.29
H -6.163 18.662 -11.047 0.43
C -7.811 12.250 -3.854 -0.67
O -6.597 11.958 -4.554 -0.32
P -6.050 13.021 -5.630 0.64
O -5.889 14.413 -5.138 -0.38
O -4.738 12.314 -6.177 -0.38
C -3.496 12.604 -5.500 -0.42
O -7.151 12.926 -6.768 -0.04
C -7.550 11.717 -7.413 -0.80
H -8.390 13.101 -4.210 0.22
H -7.617 12.367 -2.789 0.29
H -8.414 11.347 -3.955 0.30
H -3.391 11.983 -4.615 0.43
H -3.477 13.681 -5.313 -0.07
H -2.668 12.462 -6.193 0.20
H -7.636 11.913 -8.480 0.27
H -8.537 11.404 -7.070 0.26
H -6.834 10.926 -7.195 0.32
C -2.181 18.924 -8.797 0.46
O -2.336 19.820 -7.673 -0.30
P -3.695 19.946 -6.854 -0.61
O -4.270 18.669 -6.391 0.37
O -4.756 20.628 -7.850 -0.08
C -4.391 21.879 -8.454 -0.74
O -3.371 21.016 -5.732 -0.40
C -3.488 20.689 -4.341 -0.54
H -2.517 17.936 -8.481 -0.25
H -1.175 18.906 -9.194 0.39
H -2.947 19.159 -9.537 -0.38
H -3.633 21.671 -9.209 0.25
H -3.984 22.626 -7.765 0.31
H -5.317 22.333 -8.799 0.23
H -3.252 19.657 -4.109 0.11
H -4.469 21.035 -4.000 0.32
H -2.882 21.412 -3.790 0.27
C -0.697 14.908 -5.868 -0.18
O -1.118 15.259 -4.537 -0.36
P -2.188 16.340 -4.169 -0.38
O -3.425 16.299 -4.975 0.14
O -1.438 17.749 -4.027 -0.37
C -0.712 18.444 -5.023 -0.17
O -2.419 16.015 -2.644 -0.39
C -3.512 16.584 -1.952 -0.52
H 0.152 15.498 -6.198 0.33
H -1.547 15.098 -6.537 -0.20
H -0.603 13.826 -5.895 0.34
H -0.400 17.833 -5.869 0.10
H 0.214 18.898 -4.659 0.34
H -1.208 19.339 -5.401 -0.05
H -4.384 15.931 -1.974 0.23
H -3.768 17.577 -2.336 0.11
H -3.301 16.804 -0.905 0.31
C -10.187 19.587 -8.492 -0.81
O -8.925 19.206 -7.898 -0.26
P -8.521 17.679 -7.945 -0.91
O -7.247 17.352 -7.260 0.67
O -8.525 17.211 -9.460 -0.27
C -8.388 15.797 -9.709 -0.52
O -9.753 16.829 -7.370 -0.23
C -10.060 16.933 -5.986 -0.75
H -10.622 20.430 -7.962 0.27
H -10.915 18.778 -8.445 0.36
H -10.004 19.871 -9.526 0.28
H -7.440 15.460 -10.118 0.18
H -9.186 15.518 -10.399 0.35
H -8.638 15.244 -8.803 0.24
H -9.934 15.998 -5.435 0.17
H -11.144 17.054 -5.889 0.30
H -9.566 17.763 -5.484 0.38
C -2.511 13.497 -10.108 -0.36
C -1.341 14.501 -9.935 -0.51
O -1.722 15.680 -9.243 -0.45
O -2.842 13.017 -8.808 -0.57
H -2.202 12.674 -10.759 0.41
H -3.375 13.875 -10.663 0.11
H -0.900 14.789 -10.893 0.38
H -0.630 13.962 -9.306 0.21
H -2.675 15.701 -9.028 -0.12
H -3.512 13.638 -8.484 -0.01
```

## Properties
Frontier orbital gap, Eh: 0.3071
HOMO level, eV: -11.78
Total charge: +1